Record 1
DFT (ωB97M-V/def2-TZVPD) results for a 2-piece molecular cluster, C26H32N3OS overall in a non-equilibrium geometry.

The geometry in ORCA input format:
```
! RIJCOSX wB97M-V def2-TZVPD def2/J DEFGRID3
* xyz 1 1
C 2.52 -0.10 3.21
O 1.94 -0.36 1.91
C 2.49 0.14 0.83
C 3.54 -0.53 0.11
C 4.33 0.32 -0.70
C 5.28 -0.18 -1.57
C 5.49 -1.56 -1.64
C 6.32 -2.17 -2.73
C 4.82 -2.40 -0.73
C 3.87 -1.92 0.15
H 2.49 -1.05 3.74
H 3.55 0.26 3.13
H 1.90 0.63 3.74
H 2.38 1.22 0.68
H 4.13 1.39 -0.66
H 5.85 0.49 -2.23
H 6.33 -3.26 -2.60
H 5.87 -1.92 -3.70
H 7.36 -1.84 -2.76
H 5.08 -3.46 -0.75
H 3.34 -2.58 0.83
C -3.47 2.01 1.77
C -2.92 0.59 1.70
C -1.87 0.35 2.78
N -4.06 -0.35 1.96
C -4.45 -0.87 0.85
S -5.69 -2.07 0.74
C -5.01 -2.99 2.26
C -5.80 -4.22 2.51
N -6.44 -5.17 2.68
C -3.60 -0.46 -0.37
C -3.11 -1.67 -1.15
C -4.39 0.51 -1.24
N -2.50 0.21 0.34
C -1.31 0.54 -0.27
C -0.63 1.69 -0.07
C 0.33 2.18 -1.05
C 0.28 3.50 -1.57
C 1.22 3.95 -2.49
C 2.27 3.11 -2.89
C 2.31 1.79 -2.43
C 1.34 1.32 -1.55
H -3.81 2.21 2.79
H -2.70 2.74 1.52
H -4.33 2.14 1.09
H -2.36 0.42 3.76
H -1.46 -0.66 2.67
H -1.07 1.10 2.71
H -3.96 -3.26 2.03
H -5.06 -2.29 3.10
H -3.98 -2.26 -1.45
H -2.56 -1.36 -2.04
H -2.46 -2.29 -0.52
H -5.21 -0.05 -1.70
H -4.81 1.33 -0.64
H -3.75 0.93 -2.03
H -1.05 -0.13 -1.11
H -0.98 2.38 0.71
H -0.55 4.16 -1.26
H 1.14 4.94 -2.94
H 3.07 3.46 -3.55
H 3.10 1.12 -2.76
H 1.37 0.29 -1.16
*
```

Calculated values
Orbital gap: 4.322 eV
Total energy: -44824.610 eV

Atom charges from the Löwdin analysis, given in e for atoms 1 to 2: 0.017 -0.065

Record 2
DFT (ωB97M-V/def2-TZVPD) results for a single C26H32N4O3 molecule.

The geometry in ORCA input format:
```
! RIJCOSX wB97M-V def2-TZVPD def2/J DEFGRID3
* xyz 0 1
C -5.34 -0.97 2.59
H -5.50 -1.28 3.62
O -5.19 -2.17 1.85
C -4.80 -2.07 0.54
C -4.90 -0.93 -0.24
C -4.44 -0.93 -1.56
C -3.94 -2.11 -2.09
C -3.87 -3.26 -1.33
C -4.28 -3.25 -0.01
O -4.19 -4.37 0.74
H -4.50 -4.15 1.63
H -3.48 -4.18 -1.74
H -3.60 -2.13 -3.12
C -4.45 0.34 -2.38
N -3.31 1.23 -2.24
C -2.00 0.64 -2.36
C -1.45 0.04 -1.05
H -2.07 -0.80 -0.73
H -0.44 -0.33 -1.21
C -1.47 1.10 0.07
N -1.11 0.49 1.33
C 0.13 0.25 1.82
C -0.03 -0.43 3.01
C -1.41 -0.57 3.14
N -2.05 -0.02 2.13
H -1.96 -1.04 3.93
H 0.75 -0.77 3.67
N 1.28 0.67 1.16
C 2.56 0.52 1.62
O 2.84 0.02 2.68
C 3.59 1.03 0.63
H 4.53 1.18 1.16
C 3.80 -0.01 -0.48
H 2.86 -0.20 -1.00
H 4.13 -0.95 -0.03
C 4.85 0.45 -1.50
C 6.20 0.61 -0.87
C 6.96 -0.52 -0.56
C 8.20 -0.39 0.05
C 8.69 0.87 0.37
C 7.94 1.99 0.07
C 6.71 1.86 -0.55
H 6.13 2.74 -0.78
H 8.32 2.97 0.31
H 9.65 0.97 0.85
H 8.77 -1.27 0.28
H 6.58 -1.50 -0.81
H 4.90 -0.29 -2.30
H 4.53 1.40 -1.94
H 3.27 1.98 0.19
H 1.14 1.10 0.26
C -2.86 1.72 0.18
C -3.34 2.22 -1.18
H -4.36 2.60 -1.09
H -2.70 3.05 -1.51
H -3.52 0.95 0.57
H -2.83 2.55 0.89
H -0.74 1.89 -0.16
H -2.03 -0.14 -3.12
H -1.31 1.42 -2.70
H -4.48 0.06 -3.44
H -5.34 0.92 -2.16
H -5.35 -0.04 0.16
H -6.20 -0.39 2.24
H -4.43 -0.37 2.52
*
```

Calculated values
SMILES string: COc1cc(CN2CCC(n3nccc3NC(=O)CCCc3ccccc3)CC2)ccc1O
Energy above the lowest of the compared OMol25 structures with the same formula, charge and spin: 293.96 kJ/mol
Orbital gap: 8.394 eV
Total energy: -39584.438 eV

Atom charges from the Löwdin analysis, given in e for atoms 1 to 2: -0.074 0.095

Record 3
DFT (ωB97M-V/def2-TZVPD) results for C26H32N7O3RuS4 as an isolated structure in a non-equilibrium geometry.

The geometry in ORCA input format:
```
! RIJCOSX wB97M-V def2-TZVPD def2/J DEFGRID3
* xyz 1 1
Ru -0.15 0.86 0.75
O 1.57 0.00 2.03
N 1.31 -0.96 2.86
C 2.35 -1.58 3.44
C 2.19 -2.59 4.36
C 0.90 -2.99 4.70
C -0.16 -2.35 4.11
C 0.03 -1.31 3.19
S -1.32 -0.47 2.57
H 3.32 -1.21 3.14
H 3.06 -3.05 4.81
H 0.73 -3.77 5.42
H -1.19 -2.59 4.35
C -3.12 3.53 -2.76
C -3.01 4.05 -1.34
S -1.74 3.27 -0.28
C -0.17 3.88 -0.97
C 0.30 3.17 -2.22
S 0.53 1.37 -1.91
C -0.64 0.50 -3.05
C -1.74 1.24 -3.79
S -3.19 1.69 -2.78
H -2.30 3.85 -3.38
H -4.05 3.89 -3.21
H -3.94 3.85 -0.79
H -2.82 5.13 -1.33
H 0.57 3.71 -0.17
H -0.27 4.95 -1.14
H 1.28 3.55 -2.52
H -0.38 3.29 -3.05
H -1.07 -0.29 -2.44
H 0.02 0.05 -3.78
H -2.12 0.55 -4.55
H -1.40 2.13 -4.31
N -2.30 3.48 3.79
N -1.07 3.51 3.24
N -0.15 4.38 3.57
C 0.89 3.97 2.86
N 0.60 2.91 2.12
N -0.66 2.63 2.38
H -2.67 4.40 3.99
H -2.91 2.86 3.28
H 1.85 4.45 2.89
C 4.80 -1.71 0.67
O 3.51 -2.22 0.39
C 2.98 -1.95 -0.83
C 3.55 -1.08 -1.75
C 3.00 -0.95 -3.01
C 1.87 -1.66 -3.37
C 1.26 -2.49 -2.44
C 1.80 -2.64 -1.17
N 1.30 -3.57 -0.26
C 0.05 -3.94 -0.03
C -1.14 -3.24 -0.24
C -2.38 -3.92 -0.15
C -3.57 -3.27 -0.21
C -3.60 -1.86 -0.30
C -2.44 -1.15 -0.37
C -1.16 -1.80 -0.37
O -0.09 -1.12 -0.42
H 5.52 -2.04 -0.08
H 5.08 -2.11 1.64
H 4.79 -0.61 0.71
H 4.42 -0.51 -1.49
H 3.48 -0.29 -3.72
H 1.48 -1.59 -4.37
H 0.37 -3.05 -2.70
H 2.03 -4.05 0.25
H -0.05 -4.92 0.44
H -2.35 -5.00 -0.03
H -4.50 -3.82 -0.19
H -4.55 -1.35 -0.29
H -2.43 -0.06 -0.41
*
```

Calculated values
Energy above the lowest of the compared OMol25 structures with the same formula, charge and spin: 412.24 kJ/mol
Orbital gap (alpha / beta): 6.775 / 6.778 eV
Total energy: -89966.374 eV

Atom charges from the Löwdin analysis, given in e for atoms 1 to 2: 0.845 -0.214

Record 4
DFT (ωB97M-V/def2-TZVPD) results for C26H33BrF3IrN3O12Si as an isolated structure in a non-equilibrium geometry.

The geometry in ORCA input format:
```
! RIJCOSX wB97M-V def2-TZVPD def2/J DEFGRID3
* xyz -1 5
Ir -1.92 -0.05 0.51
Br -5.05 0.04 -1.46
C -4.58 1.38 -0.22
C -5.21 2.61 -0.18
C -4.90 3.47 0.87
C -4.01 3.09 1.87
C -3.41 1.84 1.75
N -3.61 1.06 0.68
C -2.51 1.25 2.85
O -2.64 1.60 3.98
O -1.69 0.27 2.43
H -5.97 2.87 -0.92
H -5.36 4.45 0.88
H -3.72 3.74 2.71
O -2.27 0.57 -3.45
C -1.99 1.03 -2.37
O -1.70 0.21 -1.35
C -1.80 2.49 -2.09
C -1.92 3.47 -3.10
C -1.66 4.80 -2.79
C -1.36 5.24 -1.49
C -1.28 4.28 -0.50
C -1.46 2.93 -0.84
N -1.05 4.57 0.85
O -1.04 3.59 1.69
O -0.85 5.76 1.18
N -1.74 5.82 -3.88
O -2.12 5.46 -4.97
O -1.38 6.95 -3.62
H -2.18 3.19 -4.11
H -1.25 6.28 -1.31
H -1.30 2.23 -0.04
F -3.01 -2.93 -3.32
C -2.39 -2.13 -2.48
F -2.53 -2.58 -1.23
F -1.12 -2.05 -2.82
C 1.76 1.28 0.31
C 2.19 0.26 -0.74
C 3.65 0.51 -1.14
C 1.31 0.33 -1.96
O 2.14 -1.09 -0.22
Si 1.02 -1.81 0.77
O -0.46 -1.32 0.44
O 1.11 -3.43 0.61
C 1.24 -4.45 -0.38
C 2.27 -4.04 -1.42
C -0.11 -4.68 -1.05
C 1.70 -5.69 0.37
O 1.48 -1.57 2.32
C 2.68 -1.80 3.08
C 3.35 -3.09 2.63
C 3.65 -0.63 2.89
C 2.24 -1.94 4.53
H 1.84 2.30 -0.10
H 2.40 1.26 1.19
H 0.74 1.12 0.67
H 3.73 1.49 -1.61
H 3.99 -0.23 -1.86
H 4.30 0.49 -0.26
H 1.16 1.37 -2.27
H 0.36 -0.12 -1.75
H 1.77 -0.18 -2.81
H 1.94 -3.20 -2.00
H 2.44 -4.88 -2.10
H 3.22 -3.78 -0.94
H -0.46 -3.72 -1.44
H -0.83 -5.06 -0.31
H -0.03 -5.37 -1.87
H 2.68 -5.51 0.79
H 1.72 -6.59 -0.22
H 1.05 -5.84 1.23
H 3.66 -3.04 1.59
H 2.69 -3.94 2.74
H 4.25 -3.23 3.26
H 4.05 -0.60 1.87
H 4.47 -0.76 3.59
H 3.17 0.30 3.15
H 1.51 -2.74 4.63
H 1.81 -1.00 4.89
H 3.10 -2.19 5.19
*
```

Calculated values
Orbital gap (alpha / beta): 4.406 / 6.531 eV
Total energy: -145449.242 eV

Atom charges from the Löwdin analysis, given in e for atoms 1 to 2: 1.556 0.885

Record 5
DFT (ωB97M-V/def2-TZVPD) results for a single C26H33Cl2NO7 molecule in a non-equilibrium geometry.

The geometry in ORCA input format:
```
! RIJCOSX wB97M-V def2-TZVPD def2/J DEFGRID3
* xyz 0 1
C 1.67 -0.89 4.19
C 2.12 0.40 3.37
C 0.86 0.97 2.61
Cl -0.22 1.48 4.01
C 0.17 0.10 1.55
C 0.80 -1.00 0.75
C 2.30 -1.35 0.92
C 3.19 -0.17 0.28
C 3.12 -0.12 -1.31
C 3.16 1.40 -1.78
O 2.45 1.59 -3.04
C 1.27 2.28 -2.78
C 0.23 1.56 -1.83
O 0.98 3.34 -3.24
C 0.05 -1.78 -0.24
C 0.70 -2.95 -1.06
C 1.04 -4.21 -0.11
C 0.41 -4.09 1.31
O 1.16 -4.04 2.26
O -0.95 -4.03 1.55
C -1.37 -1.51 -0.55
C -2.22 -2.24 -1.60
C -1.65 -1.82 -3.10
C -2.18 -0.34 -3.62
O -2.65 -1.78 -4.13
C -1.99 -0.43 0.18
C -1.23 0.36 1.22
C -2.33 1.35 1.65
O -2.66 1.96 2.62
N -3.30 1.45 0.55
C -3.26 2.59 -0.36
C -2.81 3.95 0.26
C -1.25 4.17 0.35
Cl -3.50 5.37 -0.68
C -3.44 0.13 0.03
O -4.44 -0.34 -0.42
H 1.40 -0.63 5.24
H 0.79 -1.41 3.75
H 2.51 -1.64 4.21
H 2.38 1.16 4.16
H 3.03 0.25 2.76
H 1.19 1.93 2.12
H 2.62 -2.26 0.34
H 2.60 -1.57 1.97
H 4.25 -0.44 0.54
H 2.90 0.77 0.80
H 4.06 -0.58 -1.71
H 2.20 -0.65 -1.63
H 4.23 1.67 -2.01
H 2.81 2.10 -0.98
H -0.76 1.96 -2.12
H 0.20 0.45 -2.00
H 0.47 1.85 -0.78
H 1.69 -2.64 -1.48
H 0.06 -3.34 -1.87
H 2.14 -4.36 0.02
H 0.60 -5.12 -0.59
H -1.07 -3.22 2.08
H -3.28 -1.91 -1.66
H -2.09 -3.35 -1.59
H -0.57 -2.12 -3.36
H -3.19 -0.01 -3.97
H -2.46 -0.14 -2.51
H -4.30 2.75 -0.75
H -2.64 2.41 -1.29
H -3.26 4.06 1.29
H -0.95 4.88 -0.45
H -0.75 3.17 0.29
H -1.00 4.61 1.36
*
```

Calculated values
SMILES string: CC[C@H](Cl)c1c(CCCCOC(C)=O)c(CCC(=O)O)c(C[C@@H]2CO2)c2c1C(=O)N(C[C@@H](C)Cl)C2=O
Orbital gap: 7.973 eV
Total energy: -68356.378 eV

Atom charges from the Löwdin analysis, given in e for atoms 1 to 2: -0.129 -0.280

Record 6
DFT (ωB97M-V/def2-TZVPD) results for C26H33ClHfN3O3P as an isolated structure.

The geometry in ORCA input format:
```
! RIJCOSX wB97M-V def2-TZVPD def2/J DEFGRID3
* xyz 4 1
Hf 0.49 0.65 0.17
C 4.43 1.54 2.93
N 3.23 2.39 2.93
C 3.32 3.60 3.76
C 2.16 2.07 2.28
O 2.06 1.02 1.53
C 0.91 2.96 2.29
O -0.18 2.13 1.82
C -1.03 1.61 2.89
C -1.26 0.14 2.60
O -0.62 -0.32 1.57
N -2.04 -0.58 3.33
C -2.77 -0.03 4.49
C -2.27 -2.01 3.05
H 5.22 2.05 2.39
H 4.21 0.58 2.47
H 4.74 1.39 3.96
H 4.36 3.92 3.77
H 3.02 3.38 4.79
H 2.73 4.42 3.36
H 1.02 3.80 1.60
H 0.68 3.37 3.27
H -1.96 2.18 2.90
H -0.52 1.73 3.85
H -2.18 0.74 4.99
H -2.94 -0.84 5.19
H -3.72 0.37 4.16
H -1.88 -2.27 2.07
H -3.35 -2.19 3.08
H -1.79 -2.60 3.83
Cl -1.14 2.25 -1.05
C -1.73 1.55 -2.65
C -2.32 2.45 -3.50
C -2.83 1.92 -4.69
C -2.74 0.57 -4.97
C -2.13 -0.30 -4.07
C -1.59 0.19 -2.87
P -0.77 -0.86 -1.68
C 0.97 -1.02 -2.11
C 1.83 -1.25 -1.01
C 3.21 -1.40 -1.18
C 3.74 -1.29 -2.46
C 2.90 -1.03 -3.55
C 1.53 -0.88 -3.38
C -1.54 -2.47 -1.55
C -2.87 -2.52 -1.13
C -3.51 -3.75 -1.06
C -2.82 -4.92 -1.38
C -1.49 -4.86 -1.78
C -0.84 -3.64 -1.87
H -2.41 3.50 -3.27
H -3.32 2.59 -5.39
H -3.16 0.18 -5.88
H -2.08 -1.36 -4.28
H 1.44 -1.52 0.00
H 3.85 -1.63 -0.34
H 4.80 -1.42 -2.62
H 3.33 -0.95 -4.54
H 0.89 -0.69 -4.23
H -3.42 -1.62 -0.91
H -4.55 -3.81 -0.77
H -3.32 -5.87 -1.33
H -0.96 -5.77 -2.05
H 0.19 -3.60 -2.21
N 2.00 1.88 -1.21
H 2.95 1.52 -1.07
H 2.06 2.89 -1.10
H 1.79 1.73 -2.20
*
```

Calculated values
Orbital gap: 6.650 eV
Total energy: -61193.023 eV

Atom charges from the Löwdin analysis, given in e for atoms 1 to 2: 1.572 0.051

Record 7
DFT (ωB97M-V/def2-TZVPD) results for C26H33MgNOSb2 as an isolated structure.

The geometry in ORCA input format:
```
! RIJCOSX wB97M-V def2-TZVPD def2/J DEFGRID3
* xyz 0 1
Mg 0.93 -0.20 -1.44
N 2.92 0.19 -2.51
C 3.48 1.14 -1.60
C 4.63 0.79 -0.89
C 5.17 1.66 0.04
C 4.56 2.88 0.26
C 3.42 3.22 -0.44
C 2.85 2.36 -1.38
C 1.58 2.73 -2.07
C 1.46 4.02 -2.59
C 0.27 4.45 -3.14
C -0.81 3.58 -3.16
C -0.68 2.29 -2.65
C 0.51 1.81 -2.09
H 3.57 -0.54 -2.75
H 2.55 0.64 -3.35
H 5.10 -0.17 -1.08
H 6.06 1.38 0.59
H 4.97 3.57 0.99
H 2.93 4.17 -0.26
H 2.31 4.69 -2.56
H 0.18 5.44 -3.55
H -1.75 3.90 -3.59
H -1.55 1.64 -2.70
C -4.10 -0.50 -2.10
Sb -2.29 -0.75 -0.97
C -2.69 -2.76 -0.39
C -3.08 0.23 0.83
C -3.13 -0.66 2.04
C -4.23 -1.49 2.21
C -4.31 -2.39 3.26
C -3.28 -2.46 4.18
C -2.19 -1.62 4.04
C -2.10 -0.70 2.99
C -0.92 0.21 2.92
Sb 0.58 -0.44 1.52
C 1.10 -2.29 2.43
C 2.16 0.74 2.35
H -4.22 0.55 -2.38
H -4.96 -0.81 -1.51
H -4.05 -1.10 -3.01
H -3.75 -2.90 -0.18
H -2.10 -3.01 0.49
H -2.38 -3.43 -1.20
H -4.08 0.55 0.56
H -2.48 1.12 1.00
H -5.04 -1.44 1.49
H -5.18 -3.03 3.36
H -3.33 -3.16 5.00
H -1.39 -1.65 4.77
H -0.40 0.25 3.88
H -1.19 1.22 2.65
H 1.32 -2.15 3.49
H 1.98 -2.70 1.92
H 0.28 -2.99 2.30
H 2.25 0.55 3.42
H 1.93 1.80 2.19
H 3.10 0.51 1.85
C 1.47 -3.22 -2.64
C 0.84 -2.39 -1.51
O 0.26 -3.02 -0.63
H 0.87 -4.10 -2.87
H 2.45 -3.57 -2.28
H 1.64 -2.63 -3.54
*
```

Calculated values
Energy above the lowest of the compared OMol25 structures with the same formula, charge and spin: 0.00 kJ/mol
Orbital gap: 7.429 eV
Total energy: -49554.036 eV

Atom charges from the Löwdin analysis, given in e for atoms 1 to 2: 0.414 0.054